This record from OMol25 describes a single C11H21N5O5 molecule in a non-equilibrium geometry. The level of theory is ωB97M-V/def2-TZVPD.

```
! RIJCOSX wB97M-V def2-TZVPD def2/J DEFGRID3
* xyz 0 1
H -0.885 -5.083 4.637
N -1.040 -5.387 3.646
C -1.176 -4.445 2.797
N -1.135 -4.736 1.432
N -1.412 -3.098 3.068
C -0.841 -2.030 2.212
C -1.520 -0.691 2.576
C -1.046 0.566 1.833
C -1.533 0.676 0.404
N -1.059 -0.392 -0.470
C -1.262 2.094 -0.142
O -2.096 2.973 -0.028
N -0.029 2.373 -0.715
C 1.251 1.686 -0.812
C 1.539 1.122 -2.193
C 1.343 2.130 -3.304
C 1.620 1.492 -4.645
O 1.696 0.301 -4.781
O 1.786 2.344 -5.707
C 2.329 2.741 -0.456
O 2.141 3.910 -0.561
O 3.528 2.266 -0.057
H -0.973 -5.693 1.188
H -1.909 -4.353 0.902
H -1.487 -2.827 4.037
H -1.105 -2.241 1.193
H 0.271 -1.913 2.295
H -2.610 -0.825 2.530
H -1.333 -0.510 3.638
H 0.084 0.744 1.937
H -1.449 1.451 2.334
H -2.645 0.579 0.404
H -0.016 -0.434 -0.418
H -1.356 -0.216 -1.445
H -0.012 3.394 -0.850
H 1.316 0.943 -0.012
H 0.924 0.213 -2.422
H 2.561 0.753 -2.233
H 2.013 2.974 -3.174
H 0.320 2.570 -3.339
H 1.636 3.261 -5.386
H 3.568 1.316 0.089
*
```

The SMILES is [H]/N=C(/N)NCCC[C@H](N)C(=O)N[C@@H](CCC(=O)O)C(=O)O. The calculation puts the molecular weight at 303.319 g mol⁻¹. The value obtained for the orbital gap is 8.888 eV.

=====

This record from OMol25 describes a molecular structure, C32H31IN4P2Pt. The level of theory is ωB97M-V/def2-TZVPD.

```
! RIJCOSX wB97M-V def2-TZVPD def2/J DEFGRID3
* xyz 4 1
Pt 0.527 0.518 0.410
I -0.846 0.851 2.535
C -1.308 -0.986 3.420
C -1.278 -0.939 4.787
C -1.757 -2.039 5.516
C -2.242 -3.124 4.845
C -2.243 -3.179 3.429
C -2.742 -4.332 2.781
C -2.734 -4.441 1.418
C -2.185 -3.406 0.658
C -1.717 -2.231 1.238
P -0.993 -1.264 -0.089
C -2.185 -0.690 -1.246
C -3.535 -0.679 -0.854
C -4.500 -0.255 -1.752
C -4.129 0.151 -3.030
C -2.788 0.148 -3.419
C -1.813 -0.261 -2.531
C 0.383 -2.195 -0.702
C 1.285 -2.614 0.296
C 2.369 -3.399 -0.047
C 2.529 -3.803 -1.370
C 1.619 -3.416 -2.354
C 0.549 -2.600 -2.033
C -1.750 -2.083 2.658
H -0.910 -0.073 5.323
H -1.745 -2.006 6.597
H -2.631 -3.974 5.391
H -3.127 -5.140 3.392
H -3.117 -5.323 0.923
H -2.135 -3.549 -0.418
H -3.830 -1.024 0.129
H -5.542 -0.258 -1.464
H -4.889 0.465 -3.735
H -2.517 0.450 -4.423
H -0.774 -0.266 -2.838
H 1.107 -2.380 1.344
H 3.058 -3.739 0.714
H 3.352 -4.456 -1.633
H 1.732 -3.777 -3.367
H -0.174 -2.339 -2.793
C -2.078 2.707 -0.367
P -0.289 2.601 -0.397
C 0.253 2.783 -2.099
C 0.458 3.783 0.667
C -0.268 4.319 1.745
C 0.301 5.305 2.525
C 1.590 5.757 2.242
C 2.315 5.223 1.178
C 1.760 4.232 0.394
H -2.488 2.608 0.634
H -2.511 1.959 -1.029
H -2.331 3.703 -0.746
H 0.132 3.841 -2.354
H -0.391 2.194 -2.749
H 1.291 2.500 -2.224
H -1.290 4.018 1.946
H -0.258 5.741 3.342
H 2.026 6.540 2.848
H 3.307 5.594 0.960
H 2.325 3.827 -0.436
N 5.658 0.308 -3.825
C 5.144 0.402 -2.616
N 5.917 0.515 -1.546
N 3.792 0.376 -2.534
C 2.979 0.540 -1.610
N 2.127 0.660 -0.799
H 6.653 0.308 -3.990
H 5.046 0.256 -4.624
H 6.925 0.529 -1.622
H 5.530 0.527 -0.618
*
```

The calculation puts the molecular weight at 855.558 g mol⁻¹. The value obtained for the orbital gap is 5.239 eV.

=====

This record from OMol25 describes a molecular structure, C3H2Br4 in a non-equilibrium geometry. The level of theory is ωB97M-V/def2-TZVPD.

```
! RIJCOSX wB97M-V def2-TZVPD def2/J DEFGRID3
* xyz 0 1
C -0.294 -0.257 -0.400
C 2.194 -0.845 -0.563
C -1.039 -1.225 0.177
Br 2.128 -2.601 -1.263
Br 2.803 -0.824 1.182
Br -0.780 -1.863 1.967
Br -2.226 -2.389 -0.846
H -0.010 0.437 0.404
H -0.608 0.133 -1.377
*
```

The calculation puts the molecular weight at 357.665 g mol⁻¹. The value obtained for the orbital gap is 7.637 eV.

=====

This record from OMol25 describes a molecular structure, C45H55BCl3GeN8O3Tc in a non-equilibrium geometry. The level of theory is ωB97M-V/def2-TZVPD.

```
! RIJCOSX wB97M-V def2-TZVPD def2/J DEFGRID3
* xyz -1 2
Tc -0.432 -0.425 0.016
C 3.085 -2.961 1.333
C 3.242 -1.809 0.341
C 4.661 -1.766 -0.234
C 2.884 -0.505 0.988
C 3.713 0.289 1.809
C 2.967 1.412 2.091
N 1.774 1.284 1.492
N 1.708 0.102 0.811
B 0.714 2.392 1.289
N 0.639 2.718 -0.223
C 0.874 3.910 -0.811
C 0.939 3.706 -2.169
C 0.754 2.307 -2.337
N 0.571 1.727 -1.152
C 0.770 1.538 -3.642
C 1.859 2.098 -4.560
C 0.974 0.036 -3.446
N -0.676 1.968 1.837
C -1.349 2.566 2.820
C -2.574 1.936 2.947
C -2.566 0.911 1.984
N -1.404 0.946 1.315
C -3.747 0.059 1.572
C -4.997 0.455 2.352
C -3.547 -1.456 1.642
H 3.293 -3.919 0.845
H 2.066 -2.984 1.725
H 3.777 -2.838 2.176
H 2.554 -1.963 -0.481
H 5.413 -1.672 0.561
H 4.782 -0.922 -0.921
H 4.864 -2.690 -0.787
H 4.723 0.074 2.130
H 3.207 2.304 2.656
H 1.056 3.388 1.893
H 0.984 4.812 -0.218
H 1.112 4.455 -2.933
H -0.194 1.694 -4.138
H 2.840 1.998 -4.082
H 1.699 3.156 -4.794
H 1.878 1.542 -5.505
H 1.976 -0.174 -3.052
H 0.863 -0.493 -4.399
H 0.258 -0.379 -2.744
H -0.932 3.423 3.337
H -3.363 2.183 3.645
H -3.928 0.312 0.527
H -4.855 0.283 3.425
H -5.839 -0.159 2.022
H -5.258 1.508 2.201
H -4.364 -1.959 1.109
H -2.616 -1.745 1.168
H -3.554 -1.800 2.680
Cl -2.079 -4.042 -1.105
C -0.377 -4.506 -1.349
Cl -0.273 -5.555 -2.774
Cl 0.184 -5.425 0.077
C 0.518 -3.193 -1.504
O 1.272 -3.143 -2.464
O 0.291 -2.346 -0.594
C -0.816 -3.642 3.149
N -0.884 -2.662 4.235
C -1.971 -2.722 5.200
C -1.483 -2.200 6.537
C -0.981 -0.783 6.347
N -0.086 -0.675 5.206
C 0.663 0.563 5.102
C -0.158 -1.492 4.088
O 0.470 -1.236 3.061
H 0.191 -3.659 2.747
H -1.490 -3.432 2.319
H -1.050 -4.628 3.560
H -2.299 -3.755 5.273
H -2.829 -2.124 4.881
H -0.676 -2.841 6.902
H -2.292 -2.206 7.270
H -0.435 -0.455 7.231
H -1.833 -0.101 6.226
H 1.204 0.729 6.037
H 0.010 1.421 4.918
H 1.369 0.485 4.284
C -1.860 -0.488 -1.121
Ge -3.343 0.284 -2.040
C -2.879 0.561 -3.928
C -1.963 -0.291 -4.555
C -1.625 -0.114 -5.895
C -2.197 0.924 -6.625
C -3.108 1.782 -6.013
C -3.446 1.600 -4.673
C -3.782 2.066 -1.333
C -4.955 2.441 -0.673
C -5.068 3.680 -0.045
C -4.000 4.567 -0.058
C -2.823 4.216 -0.710
C -2.711 2.974 -1.335
C -4.830 -0.990 -2.018
C -4.517 -2.288 -2.442
C -5.482 -3.289 -2.460
C -6.783 -3.008 -2.051
C -7.110 -1.726 -1.626
C -6.139 -0.726 -1.609
H -1.488 -1.088 -3.980
H -0.907 -0.778 -6.366
H -1.927 1.069 -7.667
H -3.548 2.596 -6.578
H -4.147 2.283 -4.198
H -5.805 1.768 -0.639
H -5.991 3.947 0.458
H -4.082 5.529 0.439
H -1.982 4.898 -0.724
H -1.775 2.704 -1.822
H -3.497 -2.522 -2.750
H -5.217 -4.290 -2.785
H -7.540 -3.786 -2.065
H -8.122 -1.503 -1.305
H -6.420 0.268 -1.278
*
```

The calculation puts the molecular weight at 1043.769 g mol⁻¹. The value obtained for the orbital gap (alpha / beta) is 6.253 / 5.904 eV.

=====

This record from OMol25 describes 2 unconnected molecules or ions with the total composition C2H6N2O in a non-equilibrium geometry. The level of theory is ωB97M-V/def2-TZVPD.

```
! RIJCOSX wB97M-V def2-TZVPD def2/J DEFGRID3
* xyz 0 1
N -0.936 0.401 0.070
C -2.098 -0.218 -0.307
O -2.529 -0.181 -1.479
H -0.367 -0.111 0.762
H -0.773 1.381 -0.121
H -2.641 -0.813 0.592
C 3.298 -0.113 0.852
N 2.018 0.001 0.714
H 3.772 0.247 1.837
H 4.089 -0.563 0.074
H 1.367 0.477 -0.071
*
```

The SMILES is NC=O.C=N. The calculation puts the molecular weight at 74.083 g mol⁻¹. The value obtained for the orbital gap is 9.479 eV.

=====

This record from OMol25 describes a molecular structure, C2H9NO4 in a non-equilibrium geometry. The level of theory is ωB97M-V/def2-TZVPD.

```
! RIJCOSX wB97M-V def2-TZVPD def2/J DEFGRID3
* xyz 0 1
H -0.769 1.019 -0.705
O -1.273 0.945 -1.895
N -0.167 0.874 0.363
H -1.306 1.727 -2.447
H -0.918 0.774 1.066
H 0.415 1.726 0.510
C 0.723 -0.315 0.354
H 1.615 -0.202 1.004
H 0.154 -1.272 0.237
C 1.304 -0.468 -1.074
O 2.510 -0.661 -1.084
O 0.670 -0.219 -2.153
H -0.318 0.354 -2.164
O -0.800 -1.113 2.891
H -0.182 -1.791 2.545
H -1.658 -1.376 2.553
*
```

The calculation puts the molecular weight at 111.097 g mol⁻¹. The value obtained for the orbital gap is 9.278 eV.

=====

This record from OMol25 describes a molecular structure, C36H22BiCl2N7O2. The level of theory is ωB97M-V/def2-TZVPD.

```
! RIJCOSX wB97M-V def2-TZVPD def2/J DEFGRID3
* xyz 0 1
Bi -0.393 -0.204 0.679
Cl 1.764 6.361 0.583
C 1.145 4.891 1.257
C 1.505 3.686 0.666
C 1.011 2.494 1.167
N 1.298 1.229 0.612
C 2.483 0.944 0.041
O 3.380 1.720 -0.254
C 2.720 -0.539 -0.167
C 3.897 -0.959 -0.766
C 4.121 -2.317 -0.906
C 3.168 -3.212 -0.440
C 2.020 -2.708 0.140
N 1.804 -1.400 0.275
C 0.124 2.493 2.269
C -0.205 3.708 2.863
C 0.305 4.897 2.356
Cl -0.161 6.382 3.119
N -0.380 1.237 2.610
C -1.153 1.021 3.687
O -1.625 1.847 4.466
C -1.465 -0.448 3.957
C -2.351 -0.748 4.985
C -2.619 -2.073 5.274
C -1.994 -3.062 4.528
C -1.134 -2.671 3.516
N -0.869 -1.397 3.232
H 2.173 3.684 -0.180
H 4.599 -0.209 -1.099
H 5.027 -2.678 -1.375
H 3.301 -4.280 -0.532
H 1.238 -3.367 0.501
H -0.870 3.729 3.709
H -2.794 0.071 5.533
H -3.303 -2.335 6.071
H -2.165 -4.111 4.723
H -0.629 -3.412 2.905
C -2.610 3.836 0.043
C -2.226 2.572 0.512
N -1.563 1.714 -0.232
C -1.247 2.019 -1.521
C -1.624 3.259 -2.079
C -2.294 4.176 -1.240
C -1.356 3.531 -3.438
C -0.776 2.554 -4.194
C -0.394 1.316 -3.649
C -0.572 1.017 -2.306
N -0.271 -0.154 -1.660
C 0.248 -1.257 -2.320
C 1.255 -1.225 -3.262
C 1.723 -2.394 -3.893
C 1.217 -3.622 -3.581
C 0.233 -3.721 -2.570
C -0.279 -4.961 -2.129
C -1.177 -5.001 -1.101
C -1.563 -3.786 -0.504
N -1.126 -2.615 -0.896
C -0.243 -2.554 -1.928
H -3.125 4.515 0.708
H -2.449 2.272 1.528
H -2.563 5.147 -1.639
H -1.633 4.489 -3.856
H -0.593 2.726 -5.248
H 0.032 0.583 -4.316
H 1.714 -0.278 -3.511
H 2.506 -2.304 -4.636
H 1.570 -4.521 -4.069
H 0.059 -5.871 -2.611
H -1.585 -5.935 -0.739
H -2.262 -3.788 0.328
*
```

The calculation puts the molecular weight at 864.505 g mol⁻¹. The value obtained for the orbital gap is 6.975 eV.

=====

This record from OMol25 describes a molecular structure, C11H15NO in a non-equilibrium geometry. The level of theory is ωB97M-V/def2-TZVPD.

```
! RIJCOSX wB97M-V def2-TZVPD def2/J DEFGRID3
* xyz 0 1
C -1.811 0.975 2.292
C -0.980 -0.749 1.429
C -0.320 0.366 0.903
C -1.766 -2.957 1.383
C 2.375 -0.232 0.173
C -0.897 -2.086 0.910
C 1.281 0.374 -0.235
C 0.085 -2.438 -0.132
C -0.385 1.210 -1.949
C 1.102 2.747 -0.896
C 1.054 1.300 -1.359
N -1.890 -0.286 2.358
O -0.841 1.506 1.490
H -2.469 1.700 2.826
H -1.951 -3.934 0.862
H -2.630 -2.555 1.917
H 3.153 -0.315 -0.622
H 2.478 -0.847 1.043
H -0.329 -2.945 -1.068
H 0.701 -1.626 -0.470
H 0.810 -3.247 0.120
H -0.223 1.784 -2.806
H -1.041 1.667 -1.267
H -0.691 0.120 -2.143
H 0.231 3.018 -0.316
H 2.065 3.054 -0.491
H 0.988 3.357 -1.791
H 1.899 1.039 -2.161
*
```

The calculation puts the molecular weight at 177.247 g mol⁻¹. The value obtained for the orbital gap is 9.091 eV.